(1)
ORCA calculation (the ωB97M-V functional and the def2-TZVPD basis) on a structure of composition C43H41Br2CoGeN5O3 in a non-equilibrium geometry.

Each line ends with the Löwdin spin population.
Atoms and positions in Å:
1 Co -1.5082 0.4112 0.1900  2.725
2 O -3.9253 -0.6657 7.5717  0.000
3 C -3.6481 0.2942 6.6104  0.001
4 O -3.4254 1.3640 7.0820  0.001
5 C -3.6874 -0.0311 5.2189  0.006
6 C -4.1915 0.8945 4.3177  0.001
7 C -4.0728 0.6988 2.9913  0.014
8 C -3.4324 -0.4130 2.4327  0.020
9 C -2.9311 -1.3787 3.3339  0.010
10 C -3.0422 -1.1987 4.7038  0.000
11 N -3.0779 -0.4832 1.0658  0.279
12 C -3.8963 -1.1708 0.2581  0.237
13 C -3.5939 -1.3554 -1.0312  0.117
14 C -4.5326 -1.9452 -1.9945  0.052
15 C -4.1001 -2.0775 -3.2721  0.047
16 C -2.7385 -1.7103 -3.6279  0.094
17 C -1.9553 -1.0671 -2.7584  0.022
18 N -2.3710 -0.8806 -1.4324  0.220
19 H -4.3397 -1.4027 7.0570  0.000
20 H -4.6061 1.8560 4.6794  0.000
21 H -4.3694 1.4671 2.3115  0.001
22 H -2.4792 -2.2649 3.0165  0.000
23 H -2.7524 -1.9504 5.3654  0.000
24 H -4.8135 -1.4695 0.6545  0.013
25 H -5.5708 -2.0184 -1.6903  0.001
26 H -4.7259 -2.5131 -4.0250  0.001
27 H -2.3681 -1.9382 -4.6127  0.005
28 H -1.1082 -0.4862 -2.9643  -0.002
29 Br -2.4788 4.2783 3.4750  0.064
30 C -1.4113 2.7595 3.6509  0.184
31 C -0.7654 2.5721 4.8449  -0.021
32 C -0.1141 1.3413 4.9682  0.258
33 Br 0.5643 0.7936 6.6536  0.089
34 C 0.2522 0.5354 3.8347  0.029
35 C 1.1359 -0.5632 3.9570  0.020
36 C 1.3791 -1.2933 2.8649  0.002
37 C 0.7304 -1.0493 1.6693  0.023
38 N -0.0775 -0.0136 1.5570  0.029
39 C -0.3298 0.7639 2.7060  0.051
40 C -1.3072 1.9126 2.5738  0.098
41 O -1.9251 1.9689 1.5430  0.244
42 H -0.9506 3.1962 5.7703  -0.003
43 H 1.3980 -0.8633 4.9378  0.002
44 H 2.0420 -2.1401 3.0116  0.000
45 H 0.9979 -1.8381 0.9975  0.001
46 C -2.7664 3.3695 -3.4124  0.000
47 C -1.2770 3.0935 -3.3778  0.002
48 C -0.8252 2.4850 -4.6504  0.000
49 C -0.4735 4.3653 -3.0954  0.000
50 N -1.0313 2.0179 -2.4057  0.004
51 N -1.5354 2.1598 -1.1114  0.039
52 H -3.0528 3.7293 -4.3824  0.000
53 H -3.0578 4.0690 -2.6315  0.000
54 H -3.4107 2.4607 -3.2826  0.000
55 H -0.8355 3.2795 -5.4684  0.000
56 H -1.3882 1.5713 -4.9466  0.000
57 H 0.1690 2.1707 -4.5719  0.000
58 H -0.8630 5.0954 -3.7987  0.000
59 H 0.6055 4.1557 -3.2899  0.000
60 H -0.5435 4.8526 -2.0968  0.000
61 H -0.0279 1.7000 -2.3488  0.000
62 H -2.5268 2.3545 -1.2182  0.002
63 H -1.2584 3.0876 -0.6851  0.002
64 C 1.9711 -1.8792 -3.8763  0.000
65 Ge 2.2582 -1.8275 -1.9050  0.000
66 C 2.4975 -3.4605 -1.0872  0.000
67 C 2.3042 -4.6247 -1.7087  0.000
68 C 2.9227 -5.7301 -1.1516  0.000
69 C 3.6143 -5.7177 0.0373  0.000
70 C 3.8315 -4.4882 0.6517  0.000
71 C 3.2862 -3.3812 0.1291  0.000
72 C 2.7484 -0.0927 -1.2707  0.001
73 C 1.9755 0.8176 -0.6056  0.006
74 C 2.4374 2.0372 -0.1970  0.001
75 C 3.7407 2.3280 -0.4986  0.000
76 C 4.6035 1.3881 -1.0678  0.000
77 C 5.9865 1.6522 -1.1579  0.000
78 C 6.7998 0.7759 -1.7969  0.000
79 C 6.3047 -0.4157 -2.2519  0.000
80 C 5.0331 -0.8171 -2.0452  0.000
81 C 4.1405 0.1224 -1.5027  0.000
82 H 2.6629 -2.6603 -4.2535  0.000
83 H 2.1348 -1.0463 -4.5130  0.000
84 H 0.9366 -2.2681 -3.8775  0.000
85 H 1.8637 -4.7050 -2.7106  0.000
86 H 2.8853 -6.6201 -1.7367  0.000
87 H 4.1968 -6.5215 0.4919  0.000
88 H 4.5254 -4.4847 1.4742  0.000
89 H 3.6152 -2.4136 0.4552  0.000
90 H 0.9466 0.6071 -0.3401  0.005
91 H 1.7643 2.7140 0.3380  0.000
92 H 4.2470 3.2203 -0.0380  0.000
93 H 6.2995 2.5632 -0.6822  0.000
94 H 7.8549 0.8816 -1.9297  0.000
95 H 7.0667 -1.1058 -2.7149  0.000
96 H 4.7663 -1.7913 -2.3515  0.000

**Energy above the lowest of the compared OMol25 structures with the same formula, charge and spin**: 186.3 kJ/mol
**Calculated total energy**: -10769.72334 Eh
**E_LUMO (spin up / spin down)**: -6.91 / -7.34 eV
**Expectation value of S²**: 8.806
**Charge**: +2
**2S+1**: 6
**HOMO-LUMO gap (spin up / spin down)**: 0.133 / 0.212 Eh

***

(2)
ORCA calculation (the ωB97M-V functional and the def2-TZVPD basis) on a structure of composition C43H41N3O5Se2Ti.

Each line ends with the Löwdin spin population.
Atoms and positions in Å:
1 Ti 1.6934 0.3358 0.0889  0.001
2 C -4.1930 0.5894 1.6809  0.000
3 C -3.8073 0.0033 0.3345  0.000
4 C -5.0186 -0.4671 -0.4381  0.000
5 O -3.0773 0.9424 -0.4718  0.000
6 C -1.6932 0.6995 -0.3497  0.000
7 C -1.6009 -0.5801 0.5112  0.000
8 O -2.9155 -1.0867 0.5004  0.000
9 C -0.6263 -1.6736 0.0016  0.000
10 O 0.6771 -1.1175 0.0330  0.001
11 C -0.6731 -2.8742 0.9496  0.000
12 C -1.7861 -3.7134 0.9529  0.000
13 C -1.8400 -4.7989 1.8114  0.000
14 C -0.7793 -5.0700 2.6681  0.000
15 C 0.3375 -4.2533 2.6521  0.000
16 C 0.3917 -3.1604 1.7932  0.000
17 C -0.8701 -2.1575 -1.4342  0.000
18 C 0.0334 -3.0972 -1.9287  0.000
19 C -0.0405 -3.5459 -3.2361  0.000
20 C -1.0383 -3.0685 -4.0774  0.000
21 C -1.9620 -2.1606 -3.5866  0.000
22 C -1.8832 -1.7088 -2.2727  0.000
23 C -0.9108 1.9361 0.1634  0.000
24 O 0.3955 1.4510 0.3973  0.001
25 C -1.4909 2.5375 1.4310  0.000
26 C -0.9682 2.2350 2.6820  0.000
27 C -1.5492 2.7514 3.8329  0.000
28 C -2.6558 3.5815 3.7398  0.000
29 C -3.1665 3.9069 2.4900  0.000
30 C -2.5867 3.3917 1.3425  0.000
31 C -0.7970 3.0001 -0.9306  0.002
32 C 0.0379 4.0867 -0.6795  0.008
33 C 0.2349 5.0616 -1.6422  0.005
34 C -0.4133 4.9681 -2.8680  0.000
35 C -1.2597 3.9002 -3.1160  0.002
36 C -1.4513 2.9149 -2.1526  0.000
37 H -4.7938 1.4857 1.5345  0.000
38 H -3.3149 0.8542 2.2691  0.000
39 H -4.7773 -0.1466 2.2329  0.000
40 H -5.6986 0.3683 -0.5990  0.000
41 H -5.5339 -1.2389 0.1318  0.000
42 H -4.7202 -0.8752 -1.4023  0.000
43 H -1.2734 0.4968 -1.3388  0.000
44 H -1.2918 -0.3316 1.5357  0.000
45 H -2.6082 -3.5138 0.2792  0.000
46 H -2.7111 -5.4406 1.8062  0.000
47 H -0.8219 -5.9209 3.3351  0.000
48 H 1.1757 -4.4645 3.3045  0.000
49 H 1.2770 -2.5409 1.7728  0.000
50 H 0.7905 -3.4902 -1.2650  0.000
51 H 0.6677 -4.2821 -3.5956  0.000
52 H -1.1063 -3.4194 -5.0987  0.000
53 H -2.7583 -1.7983 -4.2243  0.000
54 H -2.6289 -1.0142 -1.9195  0.000
55 H -0.0861 1.6157 2.7583  0.000
56 H -1.1282 2.5123 4.8013  0.000
57 H -3.1093 3.9846 4.6356  0.000
58 H -4.0197 4.5678 2.4084  0.000
59 H -2.9856 3.6466 0.3691  0.000
60 H 0.5335 4.1651 0.2806  0.003
61 H 0.8905 5.8974 -1.4345  0.000
62 H -0.2667 5.7319 -3.6205  0.000
63 H -1.7826 3.8293 -4.0611  0.000
64 H -2.1383 2.1054 -2.3592  0.000
65 Se 3.2390 2.7005 -0.4332  0.309
66 Se 5.1562 1.3526 1.1513  0.446
67 C 3.8943 0.6451 2.3717  0.035
68 C 4.3164 0.5023 3.7011  0.022
69 C 3.4719 -0.0313 4.6466  0.004
70 C 2.1800 -0.3982 4.2768  0.005
71 C 1.8069 -0.2026 2.9750  0.002
72 N 2.6406 0.2818 2.0241  0.006
73 C 2.8520 1.8189 -2.0525  0.031
74 C 3.4381 2.1206 -3.2783  0.030
75 C 3.0171 1.4337 -4.3999  0.002
76 C 2.0363 0.4484 -4.2832  0.034
77 C 1.5274 0.1663 -3.0361  0.001
78 N 1.9337 0.8430 -1.9502  0.037
79 H 5.3147 0.8229 3.9606  0.007
80 H 3.8080 -0.1513 5.6683  0.000
81 H 1.4767 -0.8134 4.9841  0.000
82 H 0.8130 -0.4652 2.6385  0.000
83 H 4.1953 2.8897 -3.3277  0.001
84 H 3.4469 1.6581 -5.3674  -0.001
85 H 1.6825 -0.0989 -5.1448  0.002
86 H 0.7865 -0.6090 -2.8793  0.000
87 C 3.5609 -3.2168 -0.7994  0.000
88 C 4.1009 -1.8419 -0.5475  0.000
89 N 5.4133 -1.6776 -0.4853  0.000
90 O 3.3392 -0.8685 -0.4173  -0.001
91 H 4.3280 -3.9849 -0.7316  0.000
92 H 3.1169 -3.2363 -1.7952  0.000
93 H 2.7708 -3.4184 -0.0776  0.000
94 H 6.0452 -2.4544 -0.5666  0.000
95 H 5.7643 -0.7585 -0.2338  0.002

**Energy above the lowest of the compared OMol25 structures with the same formula, charge and spin**: 0.0 kJ/mol
**Calculated total energy**: -7855.97608 Eh
**E_LUMO (spin up / spin down)**: -3.07 / -3.67 eV
**Expectation value of S²**: 0.758
**Charge**: +1
**2S+1**: 2
**HOMO-LUMO gap (spin up / spin down)**: 0.231 / 0.256 Eh